Molecular formula: C19H64O13
Method: DFT, ωB97M-V with the def2-TZVPD basis set

As for the orbital gap (alpha / beta): 9.232 / 2.267 eV. As for the HOMO energy (alpha / beta): -11.582 / -11.580 eV. Its charge is +1. The multiplicity is 2.

Last columns: bonded neighbours and bond lengths (Å).
Atoms and positions in Å:
1 C -1.53504 0.26577 -0.46900  C2 1.525, H5 1.090, H6 1.090, H7 1.090
2 C -0.21945 -0.50036 -0.38172  C1 1.525, C3 1.534, O4 1.377, H8 1.090
3 C 0.13597 -1.14285 0.96550  C2 1.534, H9 1.090, H10 1.090, H11 1.090
4 O -0.20865 -1.44064 -1.38722  C2 1.377, H12 0.960
5 H -1.65828 0.51479 -1.52299  C1 1.090
6 H -1.51389 1.29417 -0.10835  C1 1.090
7 H -2.42506 -0.30902 -0.21294  C1 1.090
8 H 0.58213 0.18981 -0.64485  C2 1.090
9 H 0.52127 -0.40275 1.66685  C3 1.090
10 H 0.91387 -1.89031 0.80968  C3 1.090
11 H -0.63670 -1.60645 1.57882  C3 1.090
12 H -1.07994 -1.83839 -1.32203  O4 0.960
13 C -0.04670 5.11491 1.85115  C14 1.515, H17 1.090, H18 1.090, H19 1.090
14 C -1.12154 4.32962 1.12744  C13 1.515, C15 1.538, O16 1.430, H20 1.090
15 C -2.42183 4.36582 1.94736  C14 1.538, H21 1.090, H22 1.090, H23 1.090
16 O -1.46464 5.07851 -0.04145  C14 1.430, H24 0.960
17 H -0.30643 6.17177 1.91200  C13 1.090
18 H 0.94013 5.16578 1.39108  C13 1.090
19 H 0.07866 4.63675 2.82261  C13 1.090
20 H -0.80392 3.30880 0.91494  C14 1.090
21 H -3.32345 4.04881 1.42326  C15 1.090
22 H -2.52920 5.36536 2.36867  C15 1.090
23 H -2.23193 3.72667 2.80965  C15 1.090
24 H -1.79916 5.89947 0.32695  O16 0.960
25 C 5.13852 0.06929 -0.07599  C26 1.527, H29 1.090, H30 1.090, H31 1.090
26 C 3.85967 -0.48163 0.55070  C25 1.527, C27 1.508, O28 1.453, H32 1.090
27 C 3.98862 -1.84430 1.18274  C26 1.508, H33 1.090, H34 1.090, H35 1.090
28 O 3.35570 0.35605 1.62611  C26 1.453, H36 0.960
29 H 5.95348 0.02559 0.64652  C25 1.090
30 H 5.20349 1.09807 -0.43025  C25 1.090
31 H 5.42869 -0.67311 -0.81947  C25 1.090
32 H 3.06302 -0.45604 -0.19280  C26 1.090
33 H 3.00330 -2.20468 1.47833  C27 1.090
34 H 4.54717 -1.88931 2.11767  C27 1.090
35 H 4.43091 -2.58046 0.51151  C27 1.090
36 H 3.45283 1.25158 1.29415  O28 0.960
37 C 2.74840 -1.27337 -2.97120  O38 1.386, H39 1.090, H40 1.090, H41 1.090
38 O 2.07204 -2.34822 -2.41622  C37 1.386, H42 0.960
39 H 2.75101 -1.33233 -4.05961  C37 1.090
40 H 2.18094 -0.38802 -2.68442  C37 1.090
41 H 3.76129 -1.10855 -2.60380  C37 1.090
42 H 1.17725 -2.13110 -2.14451  O38 0.960
43 C -3.11423 -3.38171 -2.97497  O44 1.432, H45 1.090, H46 1.090, H47 1.090
44 O -2.87166 -2.36936 -1.99222  C43 1.432, H48 0.960
45 H -2.42824 -3.29759 -3.81785  C43 1.090
46 H -2.95267 -4.31266 -2.43154  C43 1.090
47 H -4.14257 -3.37782 -3.33634  C43 1.090
48 H -3.05181 -1.52028 -2.40235  O44 0.960
49 C -0.38586 -4.74995 -0.14716  O50 1.421, H51 1.090, H52 1.090, H53 1.090
50 O -0.64697 -6.11350 0.15775  C49 1.421, H54 0.960
51 H -0.90771 -4.38711 -1.03266  C49 1.090
52 H -0.70682 -4.11092 0.67546  C49 1.090
53 H 0.65372 -4.50880 -0.36902  C49 1.090
54 H -0.32400 -6.20094 1.05755  O50 0.960
55 C -2.49920 2.97341 -2.66557  O56 1.450, H57 1.090, H58 1.090, H59 1.090
56 O -1.22306 3.19516 -2.01353  C55 1.450, H60 0.960
57 H -2.97450 2.14018 -2.14797  C55 1.090
58 H -3.18091 3.81385 -2.53501  C55 1.090
59 H -2.31766 2.82247 -3.72969  C55 1.090
60 H -1.29376 3.85045 -1.31552  O56 0.960
61 C 3.22560 -1.43988 4.78174  O62 1.387, H63 1.090, H64 1.090, H65 1.090
62 O 2.24886 -0.87902 3.97243  C61 1.387, H66 0.960
63 H 4.07130 -0.75515 4.84518  C61 1.090
64 H 2.79713 -1.57110 5.77536  C61 1.090
65 H 3.60247 -2.41839 4.48409  C61 1.090
66 H 2.63611 -0.62437 3.13171  O62 0.960
67 C -0.50085 0.95662 4.43671  O68 1.405, H69 1.090, H70 1.090, H71 1.090
68 O 0.43636 0.48330 5.37090  C67 1.405, H72 0.960
69 H -0.97481 0.11405 3.93319  C67 1.090
70 H -1.33782 1.40133 4.97505  C67 1.090
71 H -0.04036 1.62522 3.70937  C67 1.090
72 H 1.19052 0.10149 4.91588  O68 0.960
73 C -5.24932 0.38221 -3.55693  O74 1.401, H75 1.090, H76 1.090, H77 1.090
74 O -3.98426 -0.10936 -3.21107  C73 1.401, H78 0.960
75 H -5.59056 0.30418 -4.58919  C73 1.090
76 H -5.96618 -0.16970 -2.94897  C73 1.090
77 H -5.30010 1.44269 -3.31015  C73 1.090
78 H -3.39310 0.26184 -3.87012  O74 0.960
79 C -0.29237 -3.47701 4.68055  O80 1.462, H81 1.090, H82 1.090, H83 1.090
80 O -0.55837 -4.87331 5.02142  C79 1.462, H84 0.960
81 H -0.44631 -3.22189 3.63207  C79 1.090
82 H -0.96293 -2.81030 5.22270  C79 1.090
83 H 0.71260 -3.18516 4.98542  C79 1.090
84 H -0.72549 -4.92237 5.96548  O80 0.960
85 C -0.71312 0.44980 -4.51349  O86 1.398, H87 1.090, H88 1.090, H89 1.090
86 O -1.95541 0.55622 -5.14594  C85 1.398, H90 0.960
87 H -0.32224 -0.56732 -4.54142  C85 1.090
88 H -0.04635 1.03753 -5.14445  C85 1.090
89 H -0.76076 0.82914 -3.49274  C85 1.090
90 H -1.96575 0.07901 -5.97887  O86 0.960
91 C 2.02623 2.77034 -1.69897  O92 1.389, H93 1.090, H94 1.090, H95 1.090
92 O 1.51204 2.41924 -2.94058  C91 1.389, H96 0.960
93 H 3.10358 2.93278 -1.66678  C91 1.090
94 H 1.50550 3.63491 -1.28731  C91 1.090
95 H 1.85751 1.97769 -0.97005  C91 1.090
96 H 0.56608 2.36432 -2.78649  O92 0.960

***

Molecular formula: C19H66F6O14P
Method: DFT, ωB97M-V with the def2-TZVPD basis set

As for the orbital gap (alpha / beta): 8.255 / 1.579 eV. As for the HOMO energy (alpha / beta): -8.720 / -8.713 eV. The multiplicity is 2.

Last columns: bonded neighbours and bond lengths (Å).
Atoms and positions in Å:
1 P 0.06269 -0.08320 0.19407  F2 1.624, F3 1.699, F4 1.643, F5 1.651, F6 1.628, F7 1.650
2 F 1.00991 0.27541 1.46303  P1 1.624
3 F 0.88242 -1.55610 -0.01780  P1 1.699
4 F -1.00627 -0.82525 1.19685  P1 1.643
5 F -0.99239 -0.51252 -1.00102  P1 1.651
6 F -0.79016 1.29582 0.33910  P1 1.628
7 F 1.05902 0.70456 -0.85929  P1 1.650
8 C 2.21181 -4.85370 -1.63530  O9 1.410, H10 1.090, H11 1.090, H12 1.090
9 O 2.70581 -5.66179 -0.59037  C8 1.410, H13 0.960
10 H 1.66293 -3.98593 -1.26953  C8 1.090
11 H 3.08888 -4.55153 -2.20761  C8 1.090
12 H 1.58410 -5.42179 -2.32185  C8 1.090
13 H 3.44242 -5.20578 -0.17675  O9 0.960
14 C -0.16053 -4.53103 1.32797  O15 1.430, H16 1.090, H17 1.090, H18 1.090
15 O -1.28938 -5.35139 1.01411  C14 1.430, H19 0.960
16 H 0.33476 -4.71507 2.28135  C14 1.090
17 H 0.60504 -4.51818 0.55219  C14 1.090
18 H -0.60951 -3.55316 1.50204  C14 1.090
19 H -1.59091 -4.85932 0.24694  O15 0.960
20 C 2.71161 2.19872 -3.53247  O21 1.455, H22 1.090, H23 1.090, H24 1.090
21 O 3.40752 1.58733 -4.65423  C20 1.455, H25 0.960
22 H 1.70513 2.50342 -3.81926  C20 1.090
23 H 2.71186 1.47600 -2.71651  C20 1.090
24 H 3.11105 3.14012 -3.15522  C20 1.090
25 H 4.29003 1.33565 -4.37241  O21 0.960
26 C -3.33371 -3.17861 -0.57804  O27 1.431, H28 1.090, H29 1.090, H30 1.090
27 O -2.55763 -4.22281 -1.17495  C26 1.431, H31 0.960
28 H -2.70409 -2.31163 -0.37802  C26 1.090
29 H -4.22746 -2.84496 -1.10529  C26 1.090
30 H -3.70496 -3.57988 0.36497  C26 1.090
31 H -1.89231 -3.74772 -1.67817  O27 0.960
32 C -2.64151 0.27293 -5.41073  C33 1.543, H36 1.090, H37 1.090, H38 1.090
33 C -2.51945 0.27897 -3.87283  C32 1.543, C34 1.517, O35 1.438, H39 1.090
34 C -1.75171 1.47228 -3.33700  C33 1.517, H40 1.090, H41 1.090, H42 1.090
35 O -3.82576 0.33396 -3.27385  C33 1.438, H43 0.960
36 H -3.24651 -0.58686 -5.69855  C32 1.090
37 H -1.61163 0.11298 -5.72988  C32 1.090
38 H -3.12519 1.17161 -5.79353  C32 1.090
39 H -1.98035 -0.59205 -3.50029  C33 1.090
40 H -1.81530 1.50812 -2.24945  C34 1.090
41 H -2.25755 2.39172 -3.63175  C34 1.090
42 H -0.72521 1.39934 -3.69624  C34 1.090
43 H -4.35830 -0.37471 -3.64234  O35 0.960
44 C -0.04759 -0.58545 4.58991  C45 1.564, H48 1.090, H49 1.090, H50 1.090
45 C 1.43639 -0.09305 4.62598  C44 1.564, C46 1.544, O47 1.391, H51 1.090
46 C 2.43008 -1.16134 4.12141  C45 1.544, H52 1.090, H53 1.090, H54 1.090
47 O 1.49192 1.10780 3.92620  C45 1.391, H55 0.960
48 H -0.27210 -0.81724 3.54878  C44 1.090
49 H -0.81305 0.07458 4.99799  C44 1.090
50 H -0.04185 -1.48796 5.20109  C44 1.090
51 H 1.64057 0.12658 5.67392  C45 1.090
52 H 2.46163 -1.29648 3.04028  C46 1.090
53 H 2.19852 -2.11878 4.58809  C46 1.090
54 H 3.46139 -0.94682 4.40156  C46 1.090
55 H 1.65612 0.90940 3.00139  O47 0.960
56 C -2.05854 5.73750 -1.69767  C57 1.561, H60 1.090, H61 1.090, H62 1.090
57 C -1.22853 4.55739 -1.10058  C56 1.561, C58 1.528, O59 1.402, H63 1.090
58 C -0.00567 4.29355 -1.97722  C57 1.528, H64 1.090, H65 1.090, H66 1.090
59 O -0.84233 4.90597 0.20120  C57 1.402, H67 0.960
60 H -2.92214 6.01183 -1.09184  C56 1.090
61 H -2.51412 5.33781 -2.60364  C56 1.090
62 H -1.40913 6.57313 -1.95865  C56 1.090
63 H -1.73337 3.59473 -1.18125  C57 1.090
64 H 0.49596 3.38319 -1.64904  C58 1.090
65 H 0.65984 5.15393 -1.90684  C58 1.090
66 H -0.29207 4.13748 -3.01727  C58 1.090
67 H -0.28716 4.19718 0.53437  O59 0.960
68 C 5.23969 -2.36307 1.92188  C69 1.511, H72 1.090, H73 1.090, H74 1.090
69 C 4.71392 -3.75733 1.67180  C68 1.511, C70 1.496, O71 1.443, H75 1.090
70 C 3.27518 -3.87669 2.06403  C69 1.496, H76 1.090, H77 1.090, H78 1.090
71 O 4.79272 -4.04045 0.25886  C69 1.443, H79 0.960
72 H 6.25879 -2.29387 1.54142  C68 1.090
73 H 5.16830 -2.06857 2.96891  C68 1.090
74 H 4.70298 -1.59060 1.37113  C68 1.090
75 H 5.24492 -4.48648 2.28375  C69 1.090
76 H 2.94824 -3.79654 3.10075  C70 1.090
77 H 2.78227 -4.78622 1.72067  C70 1.090
78 H 2.74847 -3.11463 1.48963  C70 1.090
79 H 5.70643 -3.94801 -0.02078  O71 0.960
80 C -3.37713 2.41960 2.57733  C81 1.512, H84 1.090, H85 1.090, H86 1.090
81 C -3.65377 3.51775 1.57624  C80 1.512, C82 1.526, O83 1.414, H87 1.090
82 C -5.11253 3.96368 1.61843  C81 1.526, H88 1.090, H89 1.090, H90 1.090
83 O -2.88059 4.64319 1.94179  C81 1.414, H91 0.960
84 H -2.31230 2.24814 2.73493  C80 1.090
85 H -3.78446 1.44749 2.29950  C80 1.090
86 H -3.71210 2.67244 3.58330  C80 1.090
87 H -3.31736 3.18808 0.59327  C81 1.090
88 H -5.39849 4.16526 2.65075  C82 1.090
89 H -5.84840 3.24711 1.25357  C82 1.090
90 H -5.27332 4.93170 1.14389  C82 1.090
91 H -2.14017 4.64581 1.33075  O83 0.960
92 O 0.75265 3.25129 2.49092  H93 0.957, H94 0.957
93 H 0.92640 3.96657 3.10282  O92 0.957
94 H 0.49568 2.51628 3.04765  O92 0.957
95 O 3.62325 -1.76976 -1.11086  H96 0.957, H97 0.957
96 H 3.98418 -2.57279 -0.73520  O95 0.957
97 H 2.78016 -1.65724 -0.67179  O95 0.957
98 O -0.54995 -2.99395 -2.52403  H99 0.957, H100 0.957
99 H -0.11163 -2.69656 -3.32131  O98 0.957
100 H -0.29548 -2.35546 -1.85784  O98 0.957
101 O -3.44547 0.38435 -0.05859  H102 0.957, H103 0.957
102 H -2.52873 0.20511 0.15043  O101 0.957
103 H -3.45952 0.48410 -1.01047  O101 0.957
104 O 2.22701 3.10493 0.22389  H105 0.957, H106 0.957
105 H 1.74193 2.33510 -0.07326  O104 0.957
106 H 1.75427 3.40093 1.00180  O104 0.957